Here is 4 unconnected molecules or ions with the total composition C2H11O3S in a non-equilibrium geometry from the Open Molecules 2025 dataset. Energies are from ωB97M-V/def2-TZVPD.

The relative energy (zero: lowest compared OMol25 entry of this formula, charge and spin) comes out at 24.7 kcal per mole. For the HOMO-LUMO gap (spin up / spin down), the calculation gives 10.32 / 7.01 eV. As for the expectation value of S²: 0.753. Its energy is -19227.672 eV. Its spin multiplicity is 2.

Atoms and positions in Å:
C 0.697 0.500 -3.773
C 0.722 0.503 -2.172
S -0.735 1.426 -1.532
H 1.379 1.290 -4.346
H -0.255 0.820 -4.066
H 1.099 -0.418 -4.015
H 1.555 1.012 -1.871
H 0.545 -0.514 -1.833
H -1.686 1.256 2.324
H -1.369 0.282 1.221
O -1.389 0.432 2.211
H 0.176 0.243 2.813
H 1.760 0.196 2.639
O 1.019 0.200 3.226
H -0.479 -1.902 2.994
H -2.017 -2.554 3.070
O -1.023 -2.771 3.111

Here is a single Cl2 molecule from the Open Molecules 2025 dataset. Energies are from ωB97M-V/def2-TZVPD.

The relative energy (zero: lowest compared OMol25 entry of this formula, charge and spin) comes out at 0.0 kcal per mole. For the HOMO-LUMO gap, the calculation gives 10.01 eV. Its SMILES is ClCl. Its energy is -25043.960 eV.

Atoms and positions in Å:
Cl 0.000 0.000 0.996
Cl 0.000 0.000 -0.996

Here is a molecular structure, C34H91Li4N9O16 in a non-equilibrium geometry from the Open Molecules 2025 dataset. Energies are from ωB97M-V/def2-TZVPD.

For the HOMO-LUMO gap, the calculation gives 4.06 eV. Its net charge is +2. Its energy is -83705.307 eV.

Atoms and positions in Å:
Li 1.815 -2.116 2.342
Li 3.279 -3.220 -0.542
Li 3.914 -0.499 -0.152
Li 3.593 -1.796 -3.220
O 2.442 -1.388 -1.510
C 1.226 -0.910 -0.910
C 1.370 -0.047 0.469
O 2.483 -0.311 1.394
H 0.591 -1.777 -0.731
H 0.716 -0.298 -1.654
H 0.459 -0.133 1.063
H 1.435 1.006 0.194
C -1.088 -6.015 -2.176
O -2.158 -6.353 -2.516
N -0.792 -4.806 -1.843
N -0.126 -6.849 -2.006
H 0.149 -4.549 -1.580
H -1.489 -4.077 -1.796
H -0.430 -7.810 -1.953
H 0.743 -6.550 -1.586
C 2.926 2.737 3.712
O 3.237 3.833 4.147
N 3.461 2.401 2.588
N 2.091 1.881 4.121
H 4.224 2.927 2.185
H 3.042 1.609 2.123
H 1.602 1.976 4.999
H 1.985 1.009 3.622
C -2.767 4.717 -2.806
O -1.989 4.445 -1.654
C -0.770 3.857 -1.911
C -0.029 3.450 -0.577
N 0.239 4.638 0.240
C 0.419 4.210 1.630
C -0.983 3.881 2.239
O -1.916 4.816 1.732
C -3.321 4.772 2.011
H -2.347 5.607 -3.275
H -3.829 4.822 -2.582
H -2.677 3.920 -3.544
H -0.154 4.573 -2.454
H -0.946 2.946 -2.483
H 0.860 2.934 -0.939
H -0.729 2.785 -0.071
H -0.644 5.097 0.411
H 0.747 5.142 2.091
H 1.163 3.419 1.719
H -0.990 3.837 3.328
H -1.186 2.849 1.952
H -3.682 3.755 1.855
H -3.879 5.504 1.427
H -3.507 5.084 3.039
C 1.921 -1.174 5.349
O 1.207 -1.382 4.120
C -0.141 -1.620 4.283
C -0.902 -2.037 3.048
N -0.118 -3.035 2.375
C -0.859 -3.313 1.148
C -2.274 -4.014 1.438
O -2.265 -4.879 2.586
C -1.687 -6.170 2.371
H 2.918 -1.357 4.950
H 1.767 -1.946 6.104
H 1.754 -0.158 5.705
H -0.653 -0.757 4.708
H -0.314 -2.419 5.004
H -1.162 -1.178 2.429
H -1.820 -2.532 3.366
H -0.252 -3.922 2.838
H -0.340 -3.895 0.387
H -0.953 -2.291 0.782
H -2.510 -4.579 0.536
H -2.987 -3.209 1.615
H -2.380 -6.661 1.689
H -1.521 -6.812 3.237
H -0.682 -6.092 1.955
C 0.555 4.082 -5.919
O -0.130 2.992 -5.279
C 0.264 1.607 -5.581
C -0.646 0.536 -4.789
N -0.358 -0.757 -5.301
C -1.004 -1.762 -4.410
C -1.197 -3.111 -5.070
O -2.391 -2.968 -5.852
C -3.214 -4.109 -5.830
H 0.839 3.854 -6.946
H 1.471 4.157 -5.333
H 0.094 5.068 -5.851
H 1.248 1.321 -5.211
H 0.170 1.400 -6.647
H -1.707 0.761 -4.900
H -0.348 0.757 -3.764
H -0.762 -0.756 -6.227
H -1.910 -1.327 -3.989
H -0.359 -1.854 -3.536
H -1.169 -3.884 -4.303
H -0.418 -3.190 -5.829
H -4.168 -3.875 -6.302
H -3.385 -4.518 -4.834
H -2.686 -4.872 -6.402
C -4.044 -2.490 6.261
O -4.242 -2.389 4.857
C -5.589 -2.306 4.532
C -5.938 -2.381 3.121
N -5.125 -1.351 2.531
C -5.272 -1.374 1.061
C -4.476 -0.254 0.363
O -3.145 -0.566 0.010
C -2.353 0.606 -0.178
H -2.966 -2.552 6.415
H -4.563 -3.314 6.750
H -4.330 -1.604 6.828
H -5.992 -1.383 4.949
H -6.265 -2.888 5.158
H -7.000 -2.360 2.877
H -5.584 -3.339 2.741
H -4.221 -1.646 2.873
H -6.303 -1.569 0.764
H -4.736 -2.229 0.648
H -4.420 0.553 1.093
H -4.961 0.147 -0.527
H -2.112 1.172 0.721
H -2.861 1.322 -0.824
H -1.433 0.358 -0.709
C 6.642 4.683 1.253
O 6.093 3.442 1.524
C 6.781 2.370 0.918
C 5.876 1.210 0.656
N 5.194 1.339 -0.604
C 4.463 2.531 -0.936
C 3.868 2.462 -2.342
O 4.915 2.583 -3.296
C 4.508 2.896 -4.582
H 6.045 5.474 1.707
H 6.632 4.891 0.183
H 7.657 4.816 1.627
H 7.553 2.070 1.626
H 7.340 2.749 0.063
H 5.203 1.140 1.510
H 6.348 0.230 0.721
H 5.948 1.236 -1.267
H 5.052 3.445 -0.855
H 3.673 2.714 -0.208
H 3.151 3.273 -2.468
H 3.355 1.509 -2.473
H 3.791 3.717 -4.609
H 3.967 2.138 -5.148
H 5.377 3.169 -5.181
O 4.620 -1.149 3.191
H 3.851 -0.770 2.765
H 4.708 -0.657 4.007
O -2.360 -2.567 -1.609
H -3.057 -2.135 -1.116
H -1.585 -2.028 -1.453

Here is a molecular structure, C44H57N5ORbS4Si2Te2 in a non-equilibrium geometry from the Open Molecules 2025 dataset. Energies are from ωB97M-V/def2-TZVPD.

The relative energy (zero: lowest compared OMol25 entry of this formula, charge and spin) comes out at 33.3 kcal per mole. For the HOMO-LUMO gap (spin up / spin down), the calculation gives 2.79 / 5.61 eV. As for the expectation value of S²: 0.772. Its net charge is -2. Its energy is -130392.268 eV. Its spin multiplicity is 2.

Atoms and positions in Å:
Rb 1.972 -0.142 -0.517
S 1.737 2.457 1.240
C 1.619 2.268 2.959
C 1.930 3.351 3.785
C 1.910 3.257 5.174
C 2.227 4.391 5.970
N 2.486 5.322 6.598
C 1.583 2.023 5.774
C 1.246 0.946 4.958
C 1.222 1.043 3.566
S 0.680 -0.328 2.641
C 1.603 1.868 7.186
N 1.627 1.732 8.330
H 2.200 4.293 3.322
H 0.989 -0.002 5.412
C 3.594 -3.335 -2.599
C 2.809 -2.549 -3.595
N 2.172 -1.449 -3.372
C 1.554 -0.950 -4.495
C 1.764 -1.715 -5.645
S 2.752 -3.094 -5.276
C 0.757 0.238 -4.476
C 0.222 0.833 -5.616
S -0.746 2.205 -5.180
C -0.384 1.876 -3.487
N 0.393 0.864 -3.301
C -0.969 2.726 -2.413
H 3.122 -3.289 -1.616
H 4.617 -2.952 -2.515
H 3.650 -4.377 -2.917
H 1.361 -1.578 -6.634
H 0.369 0.574 -6.650
H -1.939 3.118 -2.723
H -0.324 3.577 -2.186
H -1.089 2.151 -1.494
C 1.619 6.669 -2.320
Si -0.058 7.390 -1.822
C -1.379 6.784 -3.049
C 0.091 9.276 -2.047
C -0.533 6.951 -0.068
Te 0.416 5.003 0.531
C -1.031 4.802 2.128
Si -2.554 3.833 1.605
C -2.216 2.018 1.250
C -3.327 4.619 0.060
C -3.861 3.943 2.983
H 1.893 6.930 -3.344
H 1.605 5.578 -2.248
H 2.408 7.021 -1.651
H -1.828 7.619 -3.591
H -2.179 6.260 -2.522
H -0.958 6.091 -3.780
H 0.341 9.525 -3.082
H 0.868 9.693 -1.403
H -0.848 9.779 -1.800
H -1.618 6.851 0.021
H -0.209 7.719 0.639
H -1.293 5.817 2.431
H -0.514 4.320 2.959
H -2.249 1.796 0.181
H -2.943 1.374 1.751
H -1.228 1.719 1.602
H -2.574 4.736 -0.723
H -3.742 5.608 0.275
H -4.133 3.995 -0.334
H -3.494 3.480 3.903
H -4.774 3.419 2.691
H -4.126 4.978 3.213
C 4.664 -2.838 1.401
C 3.171 -2.915 1.637
O 2.714 -2.916 2.805
N 2.396 -3.035 0.565
Te 0.538 -2.803 1.229
C -0.425 -4.654 1.889
C 0.176 -5.699 2.598
C 1.663 -5.755 2.826
C -0.602 -6.742 3.091
C -1.976 -6.768 2.937
C -2.828 -7.882 3.483
C -2.572 -5.696 2.287
C -1.837 -4.632 1.783
C -2.622 -3.503 1.163
C -0.020 -3.301 -0.810
C -0.699 -2.354 -1.589
C -1.214 -1.044 -1.051
C -0.957 -2.624 -2.932
C -0.557 -3.801 -3.529
C -0.836 -4.093 -4.977
C 0.118 -4.731 -2.750
C 0.396 -4.512 -1.409
C 1.116 -5.618 -0.678
H 5.144 -3.686 1.888
H 5.048 -1.922 1.851
H 4.887 -2.857 0.336
H 2.101 -4.760 2.787
H 2.150 -6.383 2.075
H 1.879 -6.181 3.807
H -0.114 -7.553 3.623
H -2.218 -8.716 3.829
H -3.517 -8.247 2.720
H -3.425 -7.521 4.323
H -3.653 -5.674 2.186
H -3.672 -3.586 1.445
H -2.560 -3.535 0.078
H -2.260 -2.531 1.502
H -0.837 -0.824 -0.050
H -2.306 -1.044 -1.013
H -0.907 -0.248 -1.731
H -1.475 -1.875 -3.523
H -1.388 -3.280 -5.446
H -1.417 -5.015 -5.075
H 0.104 -4.227 -5.514
H 0.445 -5.655 -3.218
H 1.765 -6.164 -1.365
H 0.402 -6.326 -0.251
H 1.730 -5.220 0.120

Here is 10 unconnected molecules or ions with the total composition C44H48Cl4N8 in a non-equilibrium geometry from the Open Molecules 2025 dataset. Energies are from ωB97M-V/def2-TZVPD.

For the HOMO-LUMO gap (spin up / spin down), the calculation gives 6.59 / 2.16 eV. As for the expectation value of S²: 0.767. Its net charge is +1. Its energy is -108404.297 eV. Its spin multiplicity is 2.

Atoms and positions in Å:
Cl -0.412 -16.929 -10.481
C 0.331 -17.652 -11.981
C 1.428 -16.694 -12.579
Cl 0.518 -15.463 -13.595
H -0.417 -17.906 -12.733
H 0.844 -18.560 -11.664
H 2.057 -17.218 -13.298
H 2.033 -16.091 -11.902
Cl -2.219 -15.657 -2.598
C -3.524 -15.839 -1.452
C -3.189 -16.946 -0.468
Cl -4.694 -17.358 0.451
H -4.468 -15.989 -1.976
H -3.540 -14.898 -0.903
H -2.439 -16.669 0.274
H -2.808 -17.781 -1.056
N 4.122 -15.899 -9.296
C 4.676 -14.832 -8.771
C 3.963 -13.900 -7.963
C 2.634 -14.157 -7.734
C 2.013 -15.292 -8.283
C 2.849 -16.114 -9.034
H 5.647 -14.590 -9.177
H 4.474 -13.068 -7.502
H 2.058 -13.487 -7.113
H 0.970 -15.534 -8.139
H 2.419 -16.937 -9.585
N -3.164 -15.643 -14.866
C -2.936 -15.691 -13.543
C -3.477 -16.675 -12.697
C -4.176 -17.694 -13.278
C -4.477 -17.684 -14.653
C -3.947 -16.622 -15.411
H -2.216 -14.983 -13.162
H -3.267 -16.615 -11.639
H -4.464 -18.412 -12.524
H -4.941 -18.543 -15.114
H -3.907 -16.661 -16.489
N -4.724 -19.023 -9.930
C -5.662 -19.926 -10.273
C -7.059 -19.879 -9.874
C -7.364 -18.844 -8.986
C -6.397 -17.951 -8.548
C -5.125 -17.978 -9.226
H -5.289 -20.777 -10.822
H -7.826 -20.542 -10.245
H -8.343 -18.631 -8.582
H -6.569 -17.138 -7.859
H -4.527 -17.090 -9.089
N -1.281 -20.044 -6.058
C -1.629 -19.047 -6.906
C -1.058 -17.814 -6.995
C -0.065 -17.467 -6.042
C 0.207 -18.425 -5.039
C -0.264 -19.781 -5.216
H -2.419 -19.335 -7.584
H -1.353 -17.119 -7.768
H 0.474 -16.537 -5.939
H 1.001 -18.110 -4.379
H -0.176 -20.572 -4.487
N -1.150 -14.039 -7.612
C -1.966 -14.426 -8.656
C -3.282 -14.765 -8.505
C -3.717 -14.856 -7.221
C -2.861 -14.555 -6.080
C -1.641 -14.089 -6.383
H -1.585 -14.319 -9.661
H -3.894 -14.978 -9.369
H -4.740 -15.186 -7.116
H -3.204 -14.625 -5.058
H -1.070 -13.682 -5.562
N -3.806 -8.943 -9.064
C -4.185 -10.243 -8.896
C -3.953 -11.238 -9.824
C -3.173 -10.932 -10.930
C -2.820 -9.596 -11.101
C -3.228 -8.611 -10.195
H -4.741 -10.432 -7.990
H -4.232 -12.263 -9.630
H -2.919 -11.562 -11.769
H -2.231 -9.370 -11.977
H -2.847 -7.600 -10.219
N 2.622 -10.184 -11.963
C 3.163 -11.411 -11.697
C 2.423 -12.406 -11.009
C 1.135 -12.136 -10.500
C 0.655 -10.823 -10.808
C 1.369 -9.915 -11.521
H 4.158 -11.583 -12.080
H 2.887 -13.372 -10.875
H 0.544 -12.847 -9.942
H -0.278 -10.436 -10.424
H 0.975 -8.937 -11.752
N 2.482 -11.650 -4.537
C 1.196 -11.589 -4.145
C 0.476 -12.709 -3.739
C 1.080 -13.984 -3.800
C 2.422 -14.084 -4.214
C 3.087 -12.899 -4.546
H 0.735 -10.613 -4.194
H -0.477 -12.530 -3.262
H 0.590 -14.861 -3.404
H 2.861 -15.065 -4.112
H 4.128 -12.787 -4.811

Here is a molecular structure, CH22F3O14SZr in a non-equilibrium geometry from the Open Molecules 2025 dataset. Energies are from ωB97M-V/def2-TZVPD.

For the HOMO-LUMO gap, the calculation gives 1.81 eV. Its net charge is +3. Its energy is -50294.435 eV.

Atoms and positions in Å:
Zr 9.078 -11.947 -3.493
C 9.986 -8.224 -0.843
F 10.470 -9.157 -0.007
F 8.657 -8.209 -0.769
F 10.508 -7.062 -0.560
S 10.439 -8.715 -2.609
O 11.875 -8.789 -2.693
O 9.809 -10.087 -2.691
O 9.816 -7.824 -3.557
O 9.632 -5.567 -5.831
H 10.392 -6.006 -6.230
H 9.531 -5.978 -4.967
O 7.123 -6.671 -2.850
H 6.713 -6.730 -3.722
H 8.069 -6.796 -3.008
O 13.988 -8.110 -4.606
H 13.920 -8.585 -5.442
H 13.226 -8.436 -4.092
O 7.556 -11.037 -1.751
H 7.726 -10.809 -0.817
H 6.590 -11.175 -1.801
O 11.399 -12.208 -3.369
H 12.065 -12.452 -4.041
H 11.915 -11.912 -2.596
O 6.913 -5.284 0.241
H 7.038 -5.934 -0.463
H 6.738 -5.798 1.041
O 9.682 -12.636 -1.344
H 10.374 -12.452 -0.678
H 9.238 -13.450 -1.023
O 14.185 -7.317 -0.487
H 13.777 -8.184 -0.414
H 14.420 -7.073 0.420
O 10.147 -10.912 -5.282
H 9.988 -10.147 -5.877
H 10.408 -11.635 -5.892
O 7.612 -10.404 -4.239
H 7.604 -9.979 -5.122
H 6.726 -10.222 -3.866
O 14.256 -5.930 -2.891
H 14.306 -6.759 -3.427
H 13.779 -6.166 -2.074